Computed, not measured: 2 unconnected molecules or ions with the total composition C35H30Cl2FN2, with wB97M-V/def2-TZVPD.

Output
- E_LUMO: -6.16 eV
- Net charge: +1
- Highest occupied orbital energy: -10.65 eV
- Frontier orbital gap: 0.165 Ha

Structure (XYZ):
```
70
Properties=species:S:1:pos:R:3:forces:R:3:mulliken_charge:R:1
Cl -5.6394 4.3531 3.1647 0.2509 -0.0778 0.0999 -0.1249
C -4.0425 3.7471 3.2164 0.3575 -0.4038 -0.4779 0.4601
C -3.8178 2.3614 3.1152 0.1303 0.1112 0.0939 -0.8014
C -2.5207 1.8913 3.0404 -0.0165 -0.0649 -0.0282 -0.4488
C -1.3892 2.7667 3.0618 -0.2080 -0.3647 -0.0546 0.6698
C -0.1145 2.1658 2.8371 0.2030 1.1835 1.7548 -0.1175
C 1.1850 2.7630 2.9868 0.4041 -0.1445 -0.4371 0.6533
C 2.2997 1.8986 3.2441 -0.0863 -0.0388 -0.0033 -0.2982
C 3.6022 2.3687 3.3309 -0.4130 0.2530 0.0458 -0.8807
C 3.8382 3.7528 3.2199 -0.4199 -0.5002 -0.2250 0.4592
Cl 5.4441 4.3378 3.2220 -0.1872 -0.0225 0.1290 -0.1373
C 2.7683 4.6434 3.0476 -0.4642 -0.1813 -0.0657 -0.9939
C 1.4763 4.1546 2.8820 0.2735 0.0302 0.3667 -0.2817
C -1.6588 4.1385 3.3548 -0.4505 0.0627 0.0028 -0.2564
C -2.9596 4.6298 3.3390 0.5661 -0.1766 0.1641 -0.9428
H -4.6659 1.6833 3.0893 0.1818 0.0935 0.0343 0.4356
H -2.3377 0.8125 3.0392 -0.1230 0.3434 -0.3653 0.4220
H -0.1233 1.0842 2.7403 -0.0034 -0.0151 -0.1736 0.3120
H 2.1028 0.8425 3.4488 0.1278 0.2614 -0.3506 0.4536
H 4.4403 1.6931 3.4859 -0.2438 0.1165 0.0237 0.4415
H 2.9646 5.7125 3.0314 -0.0605 -0.2245 -0.1633 0.4312
H 0.6746 4.8603 2.6936 0.3477 -0.1119 -0.2096 0.5240
H -0.8636 4.7984 3.6863 -0.2179 -0.0253 -0.3892 0.5694
H -3.1508 5.6934 3.4448 0.0583 -0.1887 0.1842 0.4271
F 0.1418 -2.4090 1.0602 -0.0008 0.3473 -0.3947 -0.5279
C 0.2539 -2.2066 -0.3448 0.8534 -0.3639 -0.3894 2.2653
C 1.5339 -2.9294 -0.8201 -0.2280 0.0359 0.2764 -0.7551
C 2.2299 -3.8235 0.0025 -0.1421 0.1181 -0.0776 -0.3770
C 3.3570 -4.4881 -0.4860 -0.1030 0.1365 -0.0924 -0.7939
C 3.7913 -4.2735 -1.7974 -0.0256 0.0324 0.0663 -0.4949
C 3.1223 -3.3595 -2.6116 -0.2352 0.0887 0.4171 -1.0431
C 2.0096 -2.6815 -2.1078 0.1196 -0.1620 -0.3108 0.3111
C -1.0315 -2.7728 -0.9836 0.1591 -0.0338 0.5840 -0.1341
C -1.0207 -3.8216 -1.9031 -0.1706 0.2115 -0.2542 -0.0542
C -2.2115 -4.2378 -2.5165 0.2170 0.0439 0.2885 -0.8805
C -3.4281 -3.6780 -2.1377 0.1062 0.1560 -0.0537 -0.4820
C -3.4522 -2.6916 -1.1488 0.1333 0.0205 0.2103 -0.6474
C -2.2636 -2.2621 -0.5573 -0.1424 0.0048 -0.2941 -0.3608
C 0.4328 -0.6539 -0.5208 -0.7104 0.1533 0.1744 -0.6271
C 1.7321 -0.0623 0.0612 -0.2225 -0.2595 0.6091 0.2907
C 2.2760 0.9378 -0.9591 0.4046 0.1210 -0.4709 -0.6899
C 1.2416 1.0093 -2.0689 -0.6395 -0.2298 0.0194 -0.7403
N 0.4491 -0.2232 -1.9041 0.5433 0.3078 -0.5117 0.6928
C -0.7900 -0.1503 -2.5882 -0.0105 0.0328 -0.0839 0.1266
C -1.7969 0.6750 -2.0942 -0.7124 -0.3146 -0.6466 -0.2080
C -3.0404 0.6108 -2.7297 0.9260 -0.4558 -0.0050 -0.7115
N -3.2471 -0.2241 -3.7458 -0.4989 0.1960 -0.9216 -0.5381
C -2.2402 -0.9010 -4.3129 0.3567 0.3767 0.6187 -0.5960
C -0.9546 -0.8731 -3.7686 -0.6466 0.2073 0.4297 -0.1110
H 1.8901 -3.9949 1.0254 0.0834 0.0075 -0.3505 0.4088
H 3.8894 -5.1761 0.1724 -0.1187 0.1540 -0.2648 0.4026
H 4.6538 -4.8126 -2.1817 -0.1272 0.0855 0.0981 0.3980
H 3.4432 -3.1530 -3.6323 0.0331 -0.1472 0.2704 0.4419
H 1.4929 -1.9365 -2.7093 0.2303 -0.4185 0.0733 0.3587
H -0.0792 -4.3005 -2.1635 -0.2144 0.1621 -0.0765 0.4391
H -2.1713 -4.9989 -3.2948 -0.0489 0.0917 0.2691 0.4154
H -4.3574 -4.0011 -2.6095 0.2872 0.1086 0.1166 0.3976
H -4.4009 -2.2459 -0.8382 0.3042 -0.2116 -0.0924 0.3737
H -2.2906 -1.5194 0.2434 -0.0176 -0.1283 -0.3101 0.3689
H -0.4464 -0.2005 -0.0131 0.2338 -0.1708 0.1179 0.4322
H 1.4824 0.4381 1.0047 0.1989 -0.1543 -0.1049 -0.8788
H 2.4597 -0.8496 0.2773 -0.1215 0.1226 0.0240 0.6460
H 2.4346 1.9332 -0.5381 0.1335 -0.1255 0.0535 0.3850
H 3.2202 0.5931 -1.3916 -0.0488 0.0345 0.2752 0.3105
H 0.5788 1.8858 -1.9601 0.2065 -0.0314 0.0070 0.3522
H 1.6584 1.0396 -3.0867 -0.0258 0.0324 0.3359 0.3421
H -1.6404 1.3196 -1.2376 0.0347 -0.0580 0.0091 0.4434
H -3.8734 1.2363 -2.4056 0.0686 -0.2794 -0.0716 0.3412
H -2.4294 -1.4858 -5.2213 -0.2360 0.2288 0.4629 0.3538
H -0.1209 -1.4338 -4.1788 -0.1926 0.0117 0.0146 0.3792
```
Forces are in eV/Å.

Computed, not measured: a molecular structure, C35H30CrN13O2SSb, with wB97M-V/def2-TZVPD.

Output
- E_LUMO (alpha / beta): -4.07 / -4.38 eV
- Net charge: +1
- 2S+1: 4
- Highest occupied orbital energy (alpha / beta): -10.62 / -10.62 eV
- Frontier orbital gap (alpha / beta): 0.240 / 0.229 Ha
- Relative energy (zero: lowest compared OMol25 entry of this formula, charge and spin): 0.0 kcal/mol

Structure (XYZ):
```
83
Properties=species:S:1:pos:R:3:forces:R:3:mulliken_spin:R:1
Cr 0.3407 0.3940 0.6916 0.0171 -0.0289 0.0971 3.2544
C -2.8053 2.3392 3.0164 0.0209 0.0121 0.0044 0.0001
C -1.5557 2.0373 2.4881 -0.0298 -0.0001 -0.0061 0.0236
N -1.4326 1.1336 1.5230 0.0043 -0.0116 0.0002 -0.0750
C -2.5451 0.5186 1.0766 -0.0050 -0.0331 -0.0209 0.0082
C -3.7804 0.8558 1.6078 -0.0047 0.0359 0.0139 -0.0021
N -3.9096 1.7613 2.5699 -0.0128 -0.0267 -0.0238 0.0074
C -2.3263 -0.5173 0.0434 0.0183 0.0032 0.0175 0.0112
C -3.2870 -1.3395 -0.5076 0.0008 0.0134 0.0003 -0.0055
C -2.8988 -2.2920 -1.4500 -0.0137 -0.0298 -0.0234 -0.0002
C -1.5578 -2.3724 -1.8222 0.0179 0.0204 0.0190 -0.0057
C -0.6442 -1.5305 -1.2185 -0.0164 -0.0034 0.0041 0.0338
N -1.0437 -0.6419 -0.3079 0.0521 0.0960 0.0113 -0.0701
C 0.8143 -1.5108 -1.4471 -0.0225 -0.0129 0.0085 -0.0174
C 1.4640 -2.2247 -2.4374 0.0264 0.0129 -0.0115 -0.0009
N 2.7773 -2.1405 -2.6211 -0.0400 -0.0207 -0.0180 0.0092
C 3.4512 -1.3442 -1.8107 0.0504 -0.0033 0.0523 0.0006
C 2.8261 -0.6248 -0.7984 0.0744 0.0144 -0.0415 0.0258
N 1.5173 -0.7088 -0.6242 -0.0693 -0.0187 0.0330 -0.0723
C -3.8934 -3.2250 -2.0211 0.0176 0.0209 0.0137 0.0022
C -3.9184 -3.5004 -3.3832 -0.0050 0.0064 0.0261 0.0028
C -4.8751 -4.3842 -3.8577 -0.0109 -0.0091 -0.0172 -0.0007
N -5.7607 -4.9955 -3.0766 0.0103 0.0153 0.0085 0.0019
C -5.7192 -4.7335 -1.7738 -0.0116 -0.0149 0.0087 -0.0006
C -4.8150 -3.8548 -1.1938 0.0112 -0.0097 -0.0274 0.0029
H -2.9049 3.0588 3.8182 0.0032 0.0045 -0.0022 0.0003
H -0.6533 2.5156 2.8435 0.0007 -0.0011 0.0043 -0.0032
H -4.6876 0.3842 1.2525 0.0012 -0.0056 0.0112 -0.0006
H -4.3232 -1.2689 -0.2115 -0.0037 0.0013 0.0037 0.0005
H -1.2406 -3.1180 -2.5369 -0.0024 -0.0050 0.0020 -0.0003
H 0.9144 -2.8681 -3.1119 0.0084 -0.0099 0.0004 -0.0006
H 4.5202 -1.2637 -1.9603 -0.0005 0.0058 0.0082 0.0000
H 3.3845 0.0256 -0.1395 -0.0042 0.0075 -0.0026 -0.0053
H -3.2329 -3.0174 -4.0680 -0.0019 -0.0051 -0.0051 0.0003
H -4.9332 -4.6088 -4.9164 0.0016 -0.0012 0.0010 0.0000
H -6.4416 -5.2552 -1.1571 -0.0006 0.0020 0.0022 0.0000
H -4.7973 -3.7063 -0.1213 -0.0091 -0.0001 0.0107 0.0004
N -0.4662 7.8062 -3.2355 0.0030 0.0015 0.0014 -0.0003
C -0.1849 6.4912 -2.9830 -0.0307 0.0118 0.0082 -0.0006
C -1.2142 5.5969 -2.6451 0.0180 0.0241 -0.0130 0.0004
C -0.9266 4.2823 -2.3613 0.0156 -0.0129 -0.0123 -0.0018
C 0.3934 3.8370 -2.4022 -0.1377 -0.0003 0.0085 0.0010
C 1.4238 4.7100 -2.7285 0.0652 -0.0072 -0.0067 0.0002
C 1.1364 6.0255 -3.0202 0.0005 -0.0046 0.0170 0.0005
S 0.7339 2.1777 -2.0319 0.1481 -0.0422 -0.0651 0.0000
O 2.0609 1.8459 -2.4775 -0.0480 0.0362 -0.0049 0.0038
O -0.3692 1.3432 -2.4312 -0.0289 0.0246 -0.0075 0.0011
N 0.7006 2.0561 -0.3809 -0.0542 -0.0281 0.0378 -0.0754
C 1.7313 2.4581 0.4111 -0.0122 -0.0017 -0.1121 0.0210
N 1.7586 1.6516 1.5035 -0.0190 0.0101 0.0352 -0.0543
C 2.6737 1.8761 2.4491 0.0164 -0.0035 -0.0075 0.0060
C 3.5721 2.9078 2.2994 -0.0005 -0.0093 0.0061 0.0012
C 3.4835 3.6584 1.1253 0.0016 -0.0031 -0.0103 0.0114
N 2.5819 3.4475 0.1738 0.0109 0.0164 0.0425 -0.0035
H -1.4174 8.0665 -3.4275 0.0009 0.0002 -0.0013 0.0000
H 0.2334 8.3683 -3.6874 -0.0024 0.0007 -0.0014 0.0000
H -2.2386 5.9467 -2.6201 0.0005 0.0003 -0.0040 0.0000
H -1.7225 3.5879 -2.1257 0.0013 -0.0053 -0.0022 -0.0004
H 2.4422 4.3480 -2.7548 -0.0106 -0.0011 -0.0046 -0.0002
H 1.9347 6.7091 -3.2801 0.0052 -0.0055 -0.0068 0.0000
H 2.6718 1.2123 3.3052 -0.0036 0.0019 -0.0005 -0.0011
H 4.3199 3.1181 3.0478 0.0007 0.0004 0.0001 0.0003
H 4.1800 4.4695 0.9439 0.0000 0.0008 0.0030 0.0005
N 0.3785 -1.0419 2.1421 0.0282 0.1251 -0.0029 -0.0402
C -0.5710 -1.3764 2.7455 0.0891 -0.3063 0.0150 0.0151
C -1.7046 -1.7723 3.3933 -0.1277 0.1883 -0.0767 -0.0139
C -2.5779 -2.6594 2.7078 0.1023 -0.0806 0.0346 0.0042
N -3.2566 -3.3515 2.0847 -0.0623 0.0402 -0.0331 -0.0027
C -2.1148 -1.0262 4.5334 0.0508 -0.0073 0.0490 0.0030
N -2.4030 -0.3635 5.4298 -0.0289 0.0080 -0.0213 -0.0029
C 4.5646 -4.9965 1.9928 0.0123 -0.0179 -0.0361 0.0002
Sb 3.1344 -3.4309 1.7027 -0.0438 0.0299 0.0012 0.0001
C 2.4783 -3.4017 3.7426 0.0005 -0.0802 0.0060 0.0011
C 4.5673 -1.8432 1.9835 -0.0055 0.0251 -0.0198 0.0004
H 5.1508 -4.8010 2.8897 0.0011 0.0051 0.0013 0.0000
H 5.2300 -5.0599 1.1330 0.0026 -0.0092 0.0046 0.0000
H 4.0496 -5.9498 2.1022 0.0029 -0.0004 -0.0007 0.0000
H 3.3396 -3.5035 4.4021 0.0004 0.0063 -0.0028 0.0001
H 1.7920 -4.2276 3.9268 -0.0026 0.0149 0.0046 0.0002
H 1.9661 -2.4669 3.9574 -0.0225 0.0377 0.0032 -0.0003
H 5.1606 -2.0417 2.8755 0.0056 0.0013 -0.0006 0.0000
H 4.0610 -0.8839 2.1075 -0.0229 -0.0083 0.0048 0.0003
H 5.2357 -1.7770 1.1242 0.0079 0.0026 0.0076 0.0001
```
Forces are in eV/Å.

Computed, not measured: a molecular structure, C35H30F3N3O4S3SbSn, with wB97M-V/def2-TZVPD.

Output
- E_LUMO: -8.22 eV
- Net charge: +3
- Highest occupied orbital energy: -16.12 eV
- Frontier orbital gap: 0.291 Ha
- Relative energy (zero: lowest compared OMol25 entry of this formula, charge and spin): 12.2 kcal/mol

Structure (XYZ):
```
80
Properties=species:S:1:pos:R:3:forces:R:3:mulliken_charge:R:1
Sn -0.1866 -0.2471 1.3446 0.0242 0.0389 0.3953 0.4962
O -4.5177 1.0319 2.0444 0.1206 -0.0132 -0.0834 -0.4050
C -3.3543 0.6796 1.5570 -0.2481 0.1271 -0.0858 0.1460
O -2.4093 0.3120 2.2407 0.2393 -0.0875 0.0351 -0.4782
C -3.3027 0.7375 0.0614 0.1519 -0.0488 0.2420 0.3274
C -4.3032 1.3046 -0.7088 -0.1945 0.1032 0.0473 -0.5131
C -4.1748 1.2376 -2.0861 -0.0139 0.0528 -0.1348 -0.7633
C -3.0844 0.5732 -2.6271 0.0422 0.0401 -0.0863 -0.8187
C -2.1354 0.0271 -1.7691 -0.2160 -0.1316 0.1803 0.0289
N -2.2318 0.1328 -0.4387 0.2435 -0.1937 -0.6043 0.3823
C -1.0693 -0.8373 -2.3973 0.1846 0.2604 -0.1292 1.0139
O -0.7968 -0.7451 -3.5798 -0.0643 -0.0409 0.4838 -0.6278
O -0.5066 -1.7672 -1.6277 -0.2226 0.0978 -0.5055 -0.4691
H -4.5465 0.9450 3.0107 0.0467 0.0058 0.1043 0.4307
H -5.1587 1.7775 -0.2428 0.0568 -0.0515 -0.0210 0.5577
H -4.9260 1.6772 -2.7318 0.0391 -0.0415 0.0470 0.5169
H -2.9641 0.4516 -3.6969 -0.0030 0.0372 0.0793 0.6139
C -0.1772 3.1262 -0.1746 0.0784 0.1237 0.1753 -0.8455
C -0.0360 3.0560 1.3145 0.0156 0.0286 -0.1215 0.3772
N 0.0018 1.9395 2.0073 -0.0940 -0.2619 0.0604 0.5861
C 0.1421 2.1647 3.3721 -0.0398 -0.2314 -0.0740 -0.4618
C 0.2106 3.4722 3.6989 0.0548 0.2362 0.0910 -0.2557
S 0.1007 4.4371 2.2941 0.0000 0.1298 -0.0263 -0.1134
C 0.1982 0.9959 4.2504 0.0170 -0.0714 -0.3822 -0.0759
C 0.2116 0.9368 5.5988 -0.0174 0.0718 0.2742 -0.3595
S 0.2784 -0.6914 6.1052 -0.0020 -0.1043 0.1553 -0.0805
C 0.2726 -1.2368 4.5002 0.0837 0.0311 -0.1080 0.4411
N 0.2386 -0.2426 3.6326 -0.2047 0.0965 -0.0888 0.1992
C 0.3228 -2.6850 4.1207 0.0387 0.1837 0.0488 -1.1935
H -0.2490 2.1267 -0.5964 -0.0122 -0.0910 -0.0391 -0.1368
H 0.6811 3.6306 -0.6204 -0.0101 -0.0110 0.0249 0.4294
H -1.0650 3.6928 -0.4564 -0.0213 -0.0279 0.0066 0.3978
H 0.3366 3.9186 4.6759 -0.0255 -0.0552 -0.1113 0.4744
H 0.1686 1.7474 6.3130 0.0452 -0.0917 -0.0710 0.4512
H 0.3163 -3.3277 4.9985 -0.0146 0.0340 -0.0046 0.4391
H 1.2321 -2.8924 3.5558 0.0252 -0.0013 0.0048 0.2756
H -0.5355 -2.9436 3.5018 -0.0686 -0.0224 -0.0090 0.2955
F 1.7353 -7.3446 1.3054 0.0002 -0.0191 0.0070 -0.2881
C 1.3927 -6.4398 0.3993 0.0102 0.0130 0.0252 0.2084
C 2.3887 -5.6763 -0.1848 0.1353 0.0157 -0.0147 -0.6961
C 2.0293 -4.7242 -1.1236 -0.0783 -0.0576 0.1056 -0.5364
C 0.6837 -4.5614 -1.4551 -0.0951 -0.0254 -0.2002 0.6413
C -0.3060 -5.3547 -0.8672 0.1602 -0.0162 0.0490 -0.5446
C 0.0511 -6.2976 0.0790 -0.1156 -0.0138 0.0022 -0.8131
Sb 0.2167 -3.1806 -2.9279 0.0237 0.1258 0.4753 2.3652
C 1.9997 -2.5582 -3.7807 -0.2637 -0.1889 -0.0428 -0.0521
C 2.6995 -3.5170 -4.5175 0.0883 0.1354 0.0076 -0.3273
C 3.9504 -3.1967 -5.0195 -0.0588 -0.1510 -0.0459 -0.6795
C 4.4597 -1.9351 -4.7636 0.0469 0.0028 -0.0003 0.1875
F 5.6648 -1.6297 -5.2208 -0.0199 0.0117 -0.0198 -0.2871
C 3.7643 -0.9764 -4.0444 -0.0063 0.1628 0.0636 -0.6715
C 2.5136 -1.2899 -3.5419 0.1150 -0.0376 -0.1105 -0.3103
C -1.4293 -3.6328 -4.0925 0.2930 -0.0101 0.1434 0.7433
C -2.6258 -4.0049 -3.4815 -0.0449 -0.0290 -0.2077 -0.5929
C -3.7182 -4.2923 -4.2798 -0.0713 -0.0222 0.1251 -0.7633
C -3.5790 -4.1999 -5.6563 -0.0080 0.0037 -0.0002 0.2039
F -4.6312 -4.4593 -6.4142 -0.0248 -0.0379 -0.0218 -0.2792
C -2.3899 -3.8427 -6.2696 0.0826 0.0095 -0.1266 -0.7000
C -1.2958 -3.5487 -5.4761 -0.1576 -0.0413 0.0011 -0.4920
H 3.4236 -5.8486 0.0846 -0.0628 0.0130 0.0071 0.5144
H 2.7981 -4.1211 -1.5920 -0.0003 -0.0214 -0.0137 0.4023
H -1.3479 -5.2562 -1.1426 0.0234 -0.0203 0.0020 0.2221
H -0.6843 -6.9328 0.5567 0.0448 0.0090 -0.0281 0.5215
H 2.2880 -4.5039 -4.7096 0.0560 0.0482 0.0344 0.5052
H 4.5284 -3.9061 -5.5988 -0.0193 0.0517 0.0267 0.4822
H 4.2088 0.0002 -3.8969 -0.0127 -0.0596 -0.0168 0.5032
H 1.9546 -0.5522 -2.9823 0.0004 0.0057 0.0068 0.3796
H -2.7230 -4.0678 -2.4054 -0.0091 0.0053 0.0047 0.2602
H -4.6675 -4.5968 -3.8578 0.0231 0.0334 -0.0325 0.4924
H -2.3343 -3.8008 -7.3496 -0.0248 0.0117 0.0281 0.4853
H -0.3622 -3.2546 -5.9410 -0.0142 0.0180 0.0130 0.4363
C 4.1916 -0.3602 1.3419 -0.0347 0.0536 -0.0408 -1.1543
S 2.7906 0.2363 0.3611 -0.0425 -0.1046 -0.0606 0.3391
C 3.5390 1.6665 -0.4498 0.0140 -0.0213 0.1287 -1.1446
H 4.8423 -0.9724 0.7220 0.0176 0.0215 0.0275 0.3572
H 3.8102 -0.9520 2.1722 0.0131 0.0037 -0.0398 0.3062
H 4.7433 0.4935 1.7324 -0.0318 -0.0477 0.0517 0.3948
H 3.9056 2.3680 0.2979 -0.0166 0.0341 -0.0586 0.4248
H 2.7823 2.1454 -1.0693 0.0273 -0.0210 0.0004 0.2785
H 4.3617 1.3322 -1.0780 0.0033 0.0363 -0.0246 0.3947
```
Forces are in eV/Å.

What did we get for energy? Answer: -67516.864 -106037.980 -102447.143 eV, in the order shown.